# 1
16
Properties=species:S:1:pos:R:3:nbo_charge:R:1 method="wB97M-V/def2-TZVPD" e_tot_ev=-18099.1063 lumo_energy_ev=-6.3 molar_mass_g_mol=117.20 charge=+1 homo_lumo_gap_ev=7.06
C -2.87267 0.61366 0.00592 0.226
C -0.91440 -1.30776 0.87800 -0.076
C -1.22341 2.40015 0.37609 -0.436
C 0.56997 -1.48417 -0.95767 -0.462
N -2.34000 1.52468 0.77142 -0.582
N -0.03300 -0.74782 0.13279 -0.405
S -3.63948 -0.60233 -0.49381 0.559
H -1.49734 -0.65167 1.50554 0.137
H -1.13254 -2.37386 0.80685 0.173
H -1.70332 3.41318 0.27164 0.253
H -0.36843 2.14495 1.03550 0.262
H 0.89632 -2.51676 -0.61316 0.203
H 0.03442 -1.37747 -1.84944 0.216
H 1.50550 -0.98212 -1.03841 0.220
H -2.19189 1.41935 1.77225 0.469
H -0.85587 2.08834 -0.69849 0.244

***

# 2
16
Properties=species:S:1:pos:R:3:nbo_charge:R:1 method="wB97M-V/def2-TZVPD" e_tot_ev=-8757.6310 lumo_energy_ev="0.7 / 0.7" molar_mass_g_mol=99.14 homo_lumo_gap_ev="7.22 / 7.23"
C -0.21820 0.32627 0.68674 -0.292
C 2.05773 1.44264 -0.62717 -0.423
N 0.60937 1.43400 -0.56869 -0.755
C -0.51976 -0.24019 -0.53973 0.629
C -1.87243 -2.19597 1.23286 -0.151
N -1.28389 -1.20662 1.71468 -0.580
N -0.93398 -0.97333 -1.39255 -0.572
H 0.16868 2.34543 -0.65297 0.365
H -0.77250 -0.81031 -2.37906 0.425
H 0.63146 -0.01850 1.25514 0.272
H -0.91438 0.99858 1.16076 0.276
H 2.43476 1.75858 -1.60678 0.191
H 2.51766 2.08358 0.13748 0.181
H 2.42508 0.42424 -0.45941 0.187
H -1.95002 -2.43981 0.15061 0.110
H -2.37957 -2.92858 1.88807 0.138

***

# 3
16
Properties=species:S:1:pos:R:3:nbo_charge:R:1 method="wB97M-V/def2-TZVPD" e_tot_ev=-8762.6779 lumo_energy_ev=1.0 molar_mass_g_mol=99.14 homo_lumo_gap_ev=10.54
C 0.40784 0.07539 -0.14604 -0.353
C 0.95139 -1.34510 -0.23071 -0.599
C -1.05245 0.17058 -0.21501 0.478
N -1.24912 -0.19817 -1.75407 -0.900
C 0.75677 0.68231 1.39026 0.147
N -2.03632 0.23994 0.53968 -0.653
N 1.16531 1.82786 1.68577 -0.608
H 0.88761 0.76932 -0.83912 0.225
H -0.90928 0.51730 -2.38233 0.367
H -2.21205 -0.45814 -1.92442 0.376
H -1.85418 0.35999 1.53022 0.361
H 1.23073 2.47670 0.89808 0.332
H 0.65726 -0.03733 2.20630 0.159
H 1.99612 -1.36308 0.07670 0.215
H 0.38906 -2.01333 0.41879 0.215
H 0.87130 -1.70423 -1.25410 0.238

***

# 4
16
Properties=species:S:1:pos:R:3:nbo_charge:R:1 method="wB97M-V/def2-TZVPD" e_tot_ev=-8760.5492 lumo_energy_ev=1.0 molar_mass_g_mol=99.14 homo_lumo_gap_ev=9.13
C 0.14128 1.38781 -0.13487 -0.183
C 0.66883 0.37874 0.69060 0.090
C -1.25112 1.59458 -0.58593 -0.233
C 0.62801 -1.82689 1.54196 -0.435
N 0.15271 -0.77786 0.69574 -0.437
N -0.32449 1.00458 -1.52267 -0.229
N -0.48513 -0.29996 -2.01350 -0.655
H 0.72821 2.25106 -0.19671 0.202
H 1.64788 0.60666 1.12786 0.155
H -1.86413 0.87987 -0.14103 0.189
H -1.64811 2.51245 -0.84221 0.205
H 1.69312 -1.82895 1.94702 0.168
H -0.12796 -1.82509 2.30183 0.212
H 0.63823 -2.67768 0.90108 0.202
H 0.37700 -0.59573 -2.46468 0.377
H -0.97434 -0.78359 -1.30449 0.371